Formula: C42H84O28S7
Source: the Open Molecules 2025 dataset
Level of theory: ωB97M-V with the def2-TZVPD basis set

Each line ends with the Mulliken charge.
Atoms and positions in Å:
1 C 2.558 0.490 3.194  -0.46
2 C 3.856 -0.120 3.735  -0.65
3 C 5.061 0.747 3.337  0.42
4 O 5.864 0.686 4.496  -0.44
5 C 5.198 0.283 5.582  0.47
6 O 5.556 0.282 6.771  -0.60
7 O 3.934 -0.132 5.131  -0.56
8 H 2.392 1.497 3.575  1.30
9 H 1.763 -0.218 3.428  -0.08
10 H 2.559 0.372 2.110  -0.44
11 H 4.005 -1.145 3.398  0.34
12 H 4.832 1.809 3.254  0.21
13 H 5.501 0.217 2.492  0.13
14 C 0.063 -2.698 -1.936  1.59
15 C 1.020 -2.467 -3.031  0.45
16 C 1.590 -3.658 -3.847  -0.53
17 O 1.538 -3.237 -5.130  -0.36
18 C 0.833 -2.152 -5.270  0.34
19 O 0.746 -1.500 -6.312  -0.67
20 O 0.545 -1.637 -4.048  -0.05
21 H 0.573 -3.221 -1.126  -0.26
22 H -0.880 -3.135 -2.262  1.10
23 H -0.209 -1.767 -1.438  -0.46
24 H 1.823 -1.862 -2.610  -0.86
25 H 0.996 -4.568 -3.757  0.27
26 H 2.572 -4.065 -3.607  0.49
27 C -1.808 0.282 0.470  -0.63
28 C -0.291 0.481 0.158  -0.31
29 C 0.713 0.551 1.351  0.45
30 O 1.107 -0.773 1.465  1.06
31 C 0.811 -1.376 0.280  -0.33
32 O 1.025 -2.609 0.099  0.15
33 O 0.291 -0.593 -0.598  0.78
34 H -1.861 -0.694 0.953  0.02
35 H -2.358 0.139 -0.460  0.10
36 H -2.337 0.939 1.161  0.34
37 H -0.231 1.447 -0.344  -0.24
38 H 0.283 0.915 2.284  -0.30
39 H 1.629 1.073 1.073  0.48
40 C 2.820 4.493 -3.682  -1.65
41 C 3.080 3.149 -3.094  0.09
42 C 4.025 3.060 -1.888  -0.40
43 O 3.041 2.708 -0.845  -0.24
44 C 1.973 2.401 -1.309  -1.44
45 O 1.053 1.898 -0.626  -0.35
46 O 1.780 2.715 -2.573  0.15
47 H 2.796 5.355 -3.015  0.34
48 H 2.058 4.483 -4.462  0.47
49 H 3.719 4.626 -4.284  0.57
50 H 3.452 2.520 -3.904  0.29
51 H 4.459 3.983 -1.504  0.51
52 H 4.700 2.215 -2.023  0.15
53 C -5.711 3.308 -1.939  -1.70
54 C -4.661 2.124 -1.959  0.65
55 C -3.250 2.438 -2.174  -1.01
56 O -2.655 2.178 -0.935  0.31
57 C -3.536 1.721 -0.099  -0.03
58 O -3.279 1.438 1.067  -0.36
59 O -4.791 1.795 -0.609  -0.56
60 H -5.459 3.917 -2.807  0.47
61 H -5.663 3.918 -1.037  0.38
62 H -6.743 3.020 -2.136  0.40
63 H -4.944 1.363 -2.686  0.43
64 H -3.086 3.489 -2.408  0.57
65 H -2.966 1.765 -2.983  0.52
66 C -0.414 1.153 -2.501  1.96
67 C -0.334 2.508 -3.227  0.87
68 C 0.530 2.472 -4.482  1.42
69 O -0.165 3.067 -5.515  -0.42
70 C -1.403 3.386 -5.120  0.41
71 O -2.347 3.791 -5.825  -0.63
72 O -1.578 2.901 -3.841  -0.42
73 H 0.289 1.118 -1.670  0.30
74 H -0.266 0.252 -3.097  0.15
75 H -1.438 0.948 -2.187  -1.95
76 H 0.042 3.286 -2.563  -0.33
77 H 0.659 1.464 -4.876  0.07
78 H 1.485 2.928 -4.224  -1.00
79 C -5.585 -3.662 -0.154  -1.91
80 C -4.587 -2.677 -0.730  0.42
81 C -4.516 -1.316 0.016  -0.70
82 O -3.193 -1.171 0.459  0.54
83 C -2.460 -2.157 0.059  0.10
84 O -1.234 -2.095 0.001  -0.06
85 O -3.257 -3.102 -0.490  -0.37
86 H -6.595 -3.287 0.013  0.44
87 H -5.129 -4.246 0.645  0.36
88 H -5.935 -4.450 -0.820  0.47
89 H -4.820 -2.670 -1.795  0.19
90 H -5.234 -1.280 0.835  0.72
91 H -4.849 -0.486 -0.607  0.39
92 C 2.730 0.164 -0.651  -0.92
93 S 3.835 -0.277 0.765  0.15
94 O 3.484 -1.660 1.290  -0.26
95 C 5.323 -0.938 -0.012  -0.78
96 H 1.760 0.543 -0.326  1.85
97 H 2.673 -0.686 -1.331  0.55
98 H 3.245 0.837 -1.337  0.45
99 H 5.068 -1.761 -0.679  0.12
100 H 5.989 -1.360 0.741  0.41
101 H 5.851 -0.203 -0.619  0.42
102 C -0.719 4.309 -0.472  -1.31
103 S -0.722 2.753 0.422  1.91
104 O 0.624 2.718 1.190  -1.11
105 C -2.096 3.252 1.593  -1.06
106 H -1.664 4.550 -0.959  0.15
107 H 0.161 4.484 -1.091  0.27
108 H -0.659 5.145 0.224  0.63
109 H -2.387 2.525 2.352  -0.09
110 H -2.948 3.465 0.947  0.53
111 H -1.884 4.072 2.279  0.58
112 C -3.753 -0.094 3.048  -1.34
113 S -2.673 0.729 4.309  0.60
114 O -3.465 0.795 5.660  -0.77
115 C -1.672 -0.778 4.428  -1.04
116 H -3.426 -0.024 2.010  0.59
117 H -4.763 0.304 2.954  0.61
118 H -3.920 -1.114 3.395  0.54
119 H -1.255 -1.101 3.474  -0.07
120 H -2.220 -1.645 4.797  0.74
121 H -0.743 -0.711 4.993  0.56
122 C -4.469 -1.041 -3.242  -0.78
123 S -2.918 -1.955 -3.590  0.06
124 O -3.006 -3.382 -3.212  -0.60
125 C -1.807 -1.087 -2.269  0.87
126 H -4.748 -1.254 -2.210  -0.32
127 H -5.280 -1.451 -3.844  0.53
128 H -4.451 0.045 -3.140  -0.64
129 H -1.203 -0.280 -2.683  -1.00
130 H -1.128 -1.867 -1.926  -2.24
131 H -2.341 -0.837 -1.352  0.13
132 C 5.054 -5.013 -0.944  -1.15
133 S 3.858 -3.782 -1.534  0.44
134 O 2.845 -4.599 -2.332  -0.64
135 C 2.842 -3.476 0.107  -0.70
136 H 4.679 -5.946 -0.523  0.38
137 H 5.436 -4.562 -0.029  0.35
138 H 5.910 -4.987 -1.619  0.41
139 H 3.534 -3.551 0.946  0.97
140 H 2.109 -4.262 0.288  0.45
141 H 2.320 -2.520 0.125  -1.02
142 C 0.483 1.502 4.150  0.78
143 S -0.269 2.346 5.602  0.57
144 O -0.187 1.328 6.678  -0.65
145 C 1.079 3.480 6.090  -1.17
146 H -0.475 1.189 3.733  -2.26
147 H 1.165 0.755 4.555  1.04
148 H 1.044 2.145 3.473  0.64
149 H 1.836 2.898 6.616  0.39
150 H 0.710 4.198 6.821  0.38
151 H 1.774 3.895 5.359  0.32
152 C 1.577 -3.710 2.038  -0.60
153 S 1.071 -3.721 3.786  -0.08
154 O 1.001 -2.227 4.108  -0.33
155 C -0.711 -4.159 3.453  -0.23
156 H 0.882 -3.104 1.456  -0.18
157 H 1.575 -4.706 1.595  0.53
158 H 2.471 -3.248 1.620  0.34
159 H -0.830 -3.767 2.443  -0.36
160 H -1.463 -3.685 4.084  0.24
161 H -0.886 -5.233 3.517  0.42

The calculated total energy comes out at -178038.8131 eV. As for the multiplicity: 1. The value obtained for the gap between HOMO and LUMO is 7.351 eV. As for the relative energy (zero: lowest compared OMol25 entry of this formula, charge and spin): 1149.1 kcal per mole. Its LUMO energy is -0.65 eV.

***

Formula: C36H52BrMnN3OP2
Source: the Open Molecules 2025 dataset
Level of theory: ωB97M-V with the def2-TZVPD basis set

Each line ends with the Löwdin spin population.
Atoms and positions in Å:
1 N -5.457 -0.931 2.754  0.00
2 C -4.588 -0.037 3.250  0.00
3 C -3.767 0.761 2.431  0.00
4 C -4.024 0.883 1.048  0.00
5 C -4.949 -0.087 0.555  0.00
6 C -5.641 -0.958 1.423  0.00
7 C -3.284 1.812 0.217  0.00
8 Mn 0.462 -0.204 -1.775  4.70
9 P 2.448 0.811 -2.152  0.04
10 C -3.267 1.782 -1.149  0.00
11 C -2.410 2.518 -2.053  0.00
12 C -2.313 2.214 -3.448  0.00
13 C -1.248 2.697 -4.208  0.00
14 C -0.218 3.347 -3.548  0.00
15 C -0.407 3.914 -2.295  0.00
16 C -1.520 3.491 -1.553  0.00
17 Br 1.321 3.837 -4.665  0.00
18 H -2.512 2.402 0.700  0.00
19 H -3.783 0.963 -1.649  0.00
20 H -2.965 1.353 2.857  0.00
21 H -5.164 -0.110 -0.507  0.00
22 H -4.497 0.039 4.347  0.00
23 H -6.347 -1.728 1.043  0.00
24 H -3.057 1.617 -3.959  0.00
25 H -1.681 3.843 -0.552  0.00
26 H -1.123 2.527 -5.268  0.00
27 H 0.335 4.624 -1.959  0.00
28 P -0.611 -2.201 -1.302  0.04
29 C 2.853 2.426 -1.389  0.01
30 C 3.613 3.343 -2.328  0.00
31 H 3.406 2.281 -0.449  0.00
32 H 1.878 2.866 -1.107  0.00
33 H 3.886 4.293 -1.849  0.00
34 H 4.506 2.881 -2.776  0.00
35 H 2.903 3.599 -3.132  0.00
36 C 1.891 0.752 -3.904  0.04
37 C 2.988 0.844 -4.965  0.01
38 H 1.238 1.626 -4.053  0.00
39 H 1.202 -0.096 -4.093  0.01
40 H 2.525 1.089 -5.928  0.00
41 H 3.725 1.636 -4.771  0.00
42 H 3.499 -0.116 -5.097  0.00
43 C 3.636 -0.555 -1.942  0.01
44 C 5.046 -0.050 -2.217  0.00
45 H 3.384 -1.417 -2.587  0.00
46 H 3.538 -0.932 -0.911  0.00
47 H 5.773 -0.866 -2.131  0.00
48 H 5.143 0.342 -3.241  0.00
49 H 5.331 0.710 -1.476  0.00
50 C 0.390 -3.373 -0.333  0.00
51 C 1.902 -3.259 -0.487  0.00
52 H 0.035 -4.371 -0.640  0.00
53 H 0.102 -3.217 0.723  0.00
54 H 2.372 -4.181 -0.126  0.00
55 H 2.236 -3.120 -1.527  0.00
56 H 2.304 -2.427 0.109  0.00
57 C -0.427 -2.592 -3.073  0.03
58 C -1.402 -1.834 -3.977  0.01
59 H -0.583 -3.672 -3.132  0.00
60 H 0.621 -2.395 -3.363  0.01
61 H -1.325 -2.211 -5.001  0.00
62 H -2.451 -1.962 -3.682  0.00
63 H -1.204 -0.751 -4.017  0.01
64 C -2.322 -2.624 -0.841  0.01
65 C -2.574 -2.922 0.636  0.00
66 H -2.584 -3.501 -1.455  0.00
67 H -2.962 -1.789 -1.171  0.00
68 H -3.636 -3.142 0.799  0.00
69 H -2.025 -3.802 0.999  0.00
70 H -2.322 -2.066 1.274  0.00
71 C 1.634 0.261 5.613  0.00
72 N 1.485 0.625 4.225  0.00
73 N 0.552 0.038 3.429  0.00
74 C 0.875 0.262 2.102  0.00
75 O 0.201 -0.144 1.112  0.04
76 C 2.123 0.993 2.153  0.00
77 C 2.509 1.103 3.470  0.00
78 C 3.785 1.504 4.100  0.00
79 C -0.548 -0.673 3.988  0.00
80 C -1.180 -0.102 5.089  0.00
81 C -2.219 -0.763 5.745  0.00
82 C -2.635 -1.999 5.237  0.00
83 C -2.016 -2.551 4.112  0.00
84 C -0.927 -1.934 3.504  0.00
85 H 0.990 0.870 6.249  0.00
86 H 2.666 0.480 5.872  0.00
87 H 1.476 -0.814 5.731  0.00
88 H 2.674 1.286 1.279  0.00
89 H 3.654 2.338 4.798  0.00
90 H 4.236 0.641 4.604  0.00
91 H 4.500 1.803 3.334  0.00
92 H -0.834 0.863 5.472  0.00
93 H -2.692 -0.293 6.625  0.00
94 H -3.452 -2.517 5.743  0.00
95 H -2.380 -3.482 3.716  0.00
96 H -0.318 -2.420 2.746  0.00

The calculated total energy comes out at -164617.9871 eV. As for the multiplicity: 6. The value obtained for the gap between HOMO and LUMO (alpha / beta) is 7.377 / 6.332 eV. The total charge is +2. Its expectation value of S² is 8.76. Its LUMO energy (alpha / beta) is -5.47 / -6.52 eV.

***

Formula: C4H8N2O
Source: the Open Molecules 2025 dataset
Level of theory: ωB97M-V with the def2-TZVPD basis set

Each line ends with the natural charge from an NBO analysis.
Atoms and positions in Å:
1 C -1.170 -1.107 0.615  -0.62
2 C -0.236 -0.032 0.107  -0.02
3 C 1.182 -0.452 -0.213  0.67
4 N 2.212 0.307 0.227  -0.82
5 O 1.331 -1.384 -0.988  -0.63
6 C -0.686 0.896 -0.954  -0.23
7 N -0.566 1.356 0.431  -0.59
8 H -2.187 -0.935 0.240  0.21
9 H -0.834 -2.092 0.282  0.25
10 H -1.213 -1.100 1.713  0.21
11 H 2.098 1.037 0.910  0.41
12 H 3.107 0.157 -0.216  0.40
13 H 0.069 1.331 -1.605  0.20
14 H -1.627 0.646 -1.435  0.20
15 H -1.480 1.372 0.887  0.36

The calculated total energy comes out at -9304.9050 eV. As for the multiplicity: 1. The value obtained for the gap between HOMO and LUMO is 10.621 eV. The SMILES is C[C@@]1(C(N)=O)CN1. As for the relative energy (zero: lowest compared OMol25 entry of this formula, charge and spin): 34.3 kcal per mole. Its LUMO energy is 1.04 eV.

***

Formula: C16H18N6
Source: the Open Molecules 2025 dataset
Level of theory: ωB97M-V with the def2-TZVPD basis set

Each line ends with the natural charge from an NBO analysis.
Atoms and positions in Å:
1 C 3.787 0.932 -0.599  -0.61
2 C 2.772 1.682 0.252  -0.40
3 C 2.243 0.855 1.430  -0.22
4 N 1.449 -0.293 1.041  -0.39
5 C 1.921 -1.620 1.398  -0.20
6 C 2.779 -2.284 0.342  -0.25
7 C 4.273 -2.274 0.452  -0.42
8 C 3.514 -3.539 0.705  -0.42
9 C 0.294 -0.203 0.352  0.51
10 N -0.145 -1.357 -0.161  -0.56
11 C -1.251 -1.416 -0.877  0.50
12 N -1.594 -2.620 -1.377  -0.77
13 C -2.039 -0.264 -1.146  -0.38
14 C -3.185 -0.379 -1.945  0.27
15 N -4.108 -0.516 -2.616  -0.32
16 C -1.637 0.943 -0.578  0.28
17 C -2.506 2.165 -0.739  -0.57
18 C -3.399 2.225 0.396  0.28
19 N -4.091 2.228 1.304  -0.29
20 C -0.468 0.995 0.189  -0.38
21 C -0.178 2.225 0.804  0.28
22 N -0.033 3.269 1.265  -0.33
23 H 4.150 1.574 -1.398  0.21
24 H 4.637 0.618 0.002  0.20
25 H 3.335 0.051 -1.046  0.21
26 H 1.944 2.003 -0.381  0.20
27 H 3.229 2.582 0.666  0.22
28 H 1.659 1.503 2.091  0.22
29 H 3.095 0.480 1.999  0.21
30 H 1.036 -2.241 1.567  0.23
31 H 2.478 -1.542 2.335  0.20
32 H 2.341 -2.236 -0.646  0.23
33 H 4.860 -2.197 -0.450  0.22
34 H 4.720 -1.777 1.300  0.21
35 H 3.573 -4.332 -0.024  0.22
36 H 3.439 -3.892 1.723  0.21
37 H -1.051 -3.421 -1.109  0.41
38 H -2.466 -2.740 -1.861  0.41
39 H -3.108 2.094 -1.650  0.28
40 H -1.909 3.081 -0.761  0.28

The calculated total energy comes out at -25823.9297 eV. As for the multiplicity: 1. The value obtained for the gap between HOMO and LUMO is 8.665 eV. The SMILES is CCCN(CC1CC1)c1nc(N)c(C#N)c(CC#N)c1C#N. As for the relative energy (zero: lowest compared OMol25 entry of this formula, charge and spin): 24.9 kcal per mole. Its LUMO energy is 0.08 eV.